1.
Density functional theory data (ωB97M-V/def2-TZVPD) for C12H15N3O2 in the gas phase.

Last column: Löwdin charge in e.
Geometry (Å):
C: 5.07354 0.04774 0.45054  -0.099
O: 4.04965 -0.43688 1.28980  -0.192
C: 3.23506 -1.40534 0.67446  -0.127
C: 2.20788 -0.81511 -0.29381  -0.469
O: 1.71865 -1.46630 -1.20027  0.049
N: 1.90326 0.46402 -0.03587  0.121
C: 0.92906 1.22833 -0.80640  -0.277
C: 1.11993 2.71377 -0.54988  -0.044
C: -0.45865 0.78380 -0.45450  -0.286
N: -1.34084 1.47743 0.20385  0.174
C: -2.44454 0.66706 0.30322  -0.229
C: -3.67961 0.89493 0.89960  -0.022
C: -4.61121 -0.12004 0.84766  -0.105
C: -4.33754 -1.33850 0.22158  -0.104
C: -3.11969 -1.58666 -0.37822  -0.027
C: -2.17779 -0.57154 -0.33112  -0.189
N: -0.90119 -0.45806 -0.81213  0.176
H: 4.66913 0.51553 -0.45389  0.089
H: 5.75279 -0.75981 0.15540  0.092
H: 5.62164 0.78760 1.03024  0.093
H: 3.82956 -2.15876 0.14164  0.135
H: 2.68666 -1.90495 1.47979  0.142
H: 2.29149 0.88714 0.79553  0.151
H: 1.10653 0.98594 -1.86396  0.158
H: 0.43614 3.28123 -1.17316  0.085
H: 0.89154 2.93821 0.48828  0.080
H: 2.14112 3.01170 -0.77572  0.080
H: -3.88925 1.83580 1.38252  0.107
H: -5.58058 0.02470 1.30165  0.096
H: -5.09984 -2.10348 0.20761  0.097
H: -2.90709 -2.52779 -0.86264  0.107
H: -0.33227 -1.15631 -1.27196  0.138

Computed properties:
Lowest unoccupied orbital energy = 0.692 eV
Structure (SMILES) = COCC(=O)N[C@H](C)c1nc2ccccc2[nH]1

---

2.
Density functional theory data (ωB97M-V/def2-TZVPD) for a gas-phase ion, C5H9N2 (charge +1) at a distorted geometry.

Last column: Löwdin charge in e.
Geometry (Å):
C: -1.42002 -0.46623 0.63854  -0.016
C: -1.64261 0.96265 0.57935  -0.026
N: -0.70201 0.37776 -0.34608  0.046
C: 0.91270 0.38888 -0.18233  -0.208
C: 1.73956 -0.33853 -1.09987  -0.041
N: 1.51191 -0.87192 0.24426  0.048
C: 1.80446 0.25316 1.05246  -0.021
H: -0.75290 -0.85515 1.32747  0.095
H: -2.15406 -1.19669 0.32108  0.144
H: -2.51692 1.31823 -0.02717  0.163
H: -1.33336 1.56417 1.38420  0.127
H: -0.70470 0.21107 -1.39035  0.218
H: 1.28359 -1.02248 -1.66561  0.077
H: 2.72113 0.06994 -1.50391  0.161
H: 2.72003 0.71474 1.04819  0.087
H: 1.37869 0.19042 2.10319  0.146

Computed properties:
Net charge = +1
Lowest unoccupied orbital energy = -3.148 eV
Structure (SMILES) = C1C[NH+]1C12CN1C2

---

3.
Density functional theory data (ωB97M-V/def2-TZVPD) for a molecular structure, C27H17Br2I2N3OPtS at a distorted geometry.

Last column: Löwdin charge in e.
Geometry (Å):
Pt: 0.94512 -1.10193 0.01509  0.835
S: -2.91053 -2.92841 1.22457  1.181
C: -3.11912 -2.53880 -0.45701  -0.442
C: -4.20739 -2.82447 -1.27687  -0.064
C: -4.16739 -2.37675 -2.58100  -0.059
C: -3.07318 -1.64261 -3.05483  -0.062
C: -1.99316 -1.36301 -2.24315  -0.067
C: -2.00863 -1.83852 -0.93246  -0.304
N: -1.02484 -1.66292 0.03710  -0.100
C: -1.38448 -2.15608 1.20290  -0.544
C: -0.49719 -1.91721 2.32640  -0.256
C: -0.79261 -2.20407 3.65456  -0.026
C: 0.07567 -1.78058 4.64674  -0.057
C: 1.20961 -1.05521 4.30422  -0.054
C: 1.51487 -0.77800 2.97391  -0.102
C: 0.67601 -1.23257 1.96718  -0.250
H: -5.05855 -3.37596 -0.90153  0.121
H: -4.99615 -2.58760 -3.24253  0.117
H: -3.07523 -1.29106 -4.07786  0.113
H: -1.15605 -0.78419 -2.60659  0.049
H: -1.69655 -2.74282 3.91392  0.114
H: -0.13747 -1.99870 5.68373  0.116
H: 1.87192 -0.70164 5.08405  0.115
H: 2.41056 -0.21840 2.73934  0.097
Br: 2.31263 3.64959 -3.30029  1.025
C: 0.78414 3.77493 -2.31161  -0.555
C: 0.02151 4.89758 -2.30264  -0.142
C: -1.16185 4.95368 -1.52276  -0.531
Br: -2.08640 6.52455 -1.59503  1.081
C: -1.63120 3.86173 -0.72155  -0.175
C: -2.80356 3.90127 0.04562  0.021
C: -3.15386 2.78657 0.77958  0.018
C: -2.32941 1.66788 0.72792  -0.032
N: -1.21079 1.61069 -0.00105  0.174
C: -0.87768 2.67292 -0.69526  -0.130
C: 0.39258 2.55794 -1.49232  -0.302
O: 1.06972 1.56961 -1.49506  0.059
H: 0.30268 5.76352 -2.88573  0.115
H: -3.42374 4.78690 0.06260  0.103
H: -4.04970 2.77834 1.38373  0.131
H: -2.56728 0.77439 1.29430  0.129
C: 5.76235 -0.89994 0.31617  -0.020
C: 5.01765 -1.90307 0.91508  -0.015
C: 3.64061 -1.85768 0.83560  -0.126
N: 2.98913 -0.86962 0.19530  -0.166
C: 3.71414 0.09604 -0.38956  -0.137
C: 5.09335 0.11636 -0.34762  -0.026
H: 6.84278 -0.91084 0.36346  0.125
H: 5.48954 -2.72050 1.44079  0.124
H: 3.02573 -2.62067 1.28848  0.118
H: 3.15838 0.86429 -0.90672  0.086
H: 5.62852 0.91954 -0.83317  0.119
I: 1.63914 -1.93868 -2.72081  0.251
I: 1.00561 -3.70584 -4.52733  0.206

Computed properties:
Net charge = +2
Lowest unoccupied orbital energy = -9.214 eV

---

4.
Density functional theory data (ωB97M-V/def2-TZVPD) for 2 unconnected molecules or ions with the total composition C3H10NOS at a distorted geometry.

Last column: Löwdin charge in e.
Geometry (Å):
C: -3.13804 -0.91643 -0.40102  -0.485
S: -2.88644 0.25446 0.94678  0.663
C: -1.17793 0.67731 0.62710  -0.526
H: -2.33502 -0.71196 -1.16736  0.032
H: -4.19326 -0.64954 -0.86230  0.044
H: -3.16154 -1.98637 -0.21045  0.008
H: -0.43963 0.32882 1.43549  0.033
H: -0.82895 0.39126 -0.43982  0.040
H: -1.09270 1.80950 0.41603  0.039
N: 3.36341 0.41155 -0.77738  -0.078
C: 2.66682 -0.18228 0.40792  -0.574
O: 1.26305 -0.10175 0.48230  -0.400
H: 2.65401 0.27434 -1.57426  0.058
H: 3.09885 1.42572 -0.70848  0.032
H: 3.12384 -1.17447 0.43653  0.047
H: 3.08353 0.14984 1.38892  0.067

Computed properties:
Net charge = -1
Lowest unoccupied orbital energy = 3.303 eV

---

Frontier orbital gap? In order: 9.08, 12.00, 3.78, 6.06 eV.
Calculated total energy? In order: -21253.674, -8299.431, -205146.510, -17644.459 eV.
ΔE to the lowest compared entry with this formula, charge and spin? In order: 0.00, 607.99, 203.76, 287.83 kJ/mol.